One molecule with the formula C5H12S, computed with ωB97M-V/def2-TZVPD.

Its SMILES is CCCCSC. Its energy above the lowest of the compared OMol25 structures with the same formula, charge and spin is 115.9 kJ/mol. The calculation puts the LUMO energy at 1.05 eV. The value obtained for the HOMO energy is -8.328 eV.

Each line ends with the natural charge from an NBO analysis.
Atoms and positions in Å:
1 C 2.009 0.800 -0.146  -0.622
2 C 1.836 -0.693 0.160  -0.386
3 C 0.514 -1.280 -0.264  -0.406
4 C -0.562 -0.244 0.236  -0.560
5 S -2.233 -0.856 -0.054  0.205
6 C -2.999 0.713 0.001  -0.756
7 H 3.049 1.194 0.120  0.216
8 H 1.226 1.146 0.433  0.204
9 H 1.885 1.227 -1.207  0.204
10 H 2.670 -1.246 -0.172  0.206
11 H 1.919 -0.784 1.349  0.182
12 H 0.385 -1.327 -1.390  0.202
13 H 0.407 -2.274 0.116  0.214
14 H -0.369 -0.266 1.303  0.217
15 H -0.457 0.717 -0.425  0.228
16 H -2.774 1.208 -0.917  0.206
17 H -2.473 1.355 0.694  0.215
18 H -4.033 0.609 0.163  0.230